[1]
76
Properties=species:S:1:pos:R:3 method="wB97M-V/def2-TZVPD" total_charge=0 total_energy_ev=-39722.50267 de_lowest_ev=0.1277 homo_lumo_gap_ev=8.29 e_lumo_ev=0.144
Pd -0.77465 -0.58048 -0.59050
C 0.94244 1.33740 4.31729
C 0.20253 0.34132 3.49095
C -0.57668 -0.70900 3.92790
C -1.03016 -1.34627 2.76433
N -0.55779 -0.71338 1.70054
N 0.19652 0.32470 2.14057
B 1.07976 1.19353 1.20734
N 1.96211 0.27775 0.34012
N 1.37240 -0.59724 -0.48996
C 2.31911 -1.26161 -1.13853
C 3.57095 -0.79305 -0.71207
C 3.30005 0.18294 0.22600
C 4.24445 1.02269 1.01389
C 2.03653 -2.34095 -2.15339
C 2.63789 -1.92275 -3.50063
C 2.69103 -3.64538 -1.68113
C 0.53574 -2.57746 -2.32918
N 0.27741 2.12940 0.27479
N -0.40251 1.66963 -0.80826
C -0.83721 2.73027 -1.48550
C -0.42404 3.89953 -0.83166
C 0.27192 3.47705 0.27981
C 0.94376 4.30434 1.32149
C -1.64008 2.65350 -2.76224
C -1.26421 3.83065 -3.66935
C -1.35380 1.35685 -3.52150
C -3.13152 2.77267 -2.41863
C -1.91039 -2.57343 2.68846
C -1.67997 -3.44158 3.93276
C -3.38522 -2.15123 2.66279
C -1.57763 -3.40348 1.44873
H 0.70588 1.17630 5.36773
H 2.02104 1.24469 4.19045
H 0.66584 2.35861 4.05737
H -0.76993 -0.97750 4.94978
H 1.78243 1.86741 1.88925
H 4.54372 -1.11980 -1.03408
H 5.26895 0.75843 0.75840
H 4.10008 2.08274 0.80454
H 4.10730 0.87409 2.08499
H 3.71145 -1.75623 -3.41414
H 2.47266 -2.70090 -4.24718
H 2.18124 -0.99875 -3.85714
H 3.76464 -3.51697 -1.54562
H 2.26709 -3.96749 -0.72938
H 2.53273 -4.43617 -2.41576
H 0.03404 -1.67092 -2.69107
H 0.36312 -3.35283 -3.07720
H 0.07990 -2.92063 -1.39457
H -0.59691 4.91914 -1.12272
H 0.75221 5.35755 1.12495
H 0.57173 4.07058 2.31844
H 2.02199 4.14577 1.32497
H -0.19954 3.81826 -3.90477
H -1.82390 3.77064 -4.60362
H -1.50054 4.78671 -3.20332
H -0.31602 1.32507 -3.85585
H -1.53594 0.47248 -2.90443
H -2.00087 1.29408 -4.39821
H -3.32887 3.71364 -1.90358
H -3.73484 2.74598 -3.32805
H -3.45085 1.96735 -1.76586
H -1.99131 -2.92843 4.84219
H -2.26705 -4.35799 3.85341
H -0.62905 -3.71537 4.03525
H -3.62798 -1.56734 3.55174
H -3.61045 -1.54019 1.78661
H -4.03009 -3.03191 2.64445
H -0.56083 -3.79389 1.50725
H -2.26717 -4.24525 1.36753
H -1.66119 -2.80843 0.53661
C -2.75130 -0.65039 -0.76894
H -3.12226 0.01504 -1.54499
H -3.30429 -0.46098 0.15362
H -2.90564 -1.69311 -1.08424

***

[2]
80
Properties=species:S:1:pos:R:3 method="wB97M-V/def2-TZVPD" total_charge=0 total_energy_ev=-50607.23438 homo_lumo_gap_ev=3.90 e_lumo_ev=-2.053
C 1.91886 -2.84109 0.94125
C 0.60944 -3.38057 0.62391
C 0.06028 -3.61421 -0.70056
N -0.32597 -3.09906 1.58644
O -1.54397 -3.29613 1.34027
O 0.08705 -2.66363 2.69700
H 2.59851 -2.97445 0.09149
H 1.82575 -1.76415 1.19303
H 2.34595 -3.30653 1.84224
H 0.88019 -3.68283 -1.42494
H -0.54199 -4.53161 -0.74962
H -0.62132 -2.78161 -0.97101
C -7.16668 -7.47735 -1.51802
C -7.16493 -6.83021 -0.27526
C -6.27637 -7.23795 0.71774
C -5.38573 -8.28875 0.45257
N -4.44417 -8.64587 1.46282
C -4.71457 -9.79326 2.25928
C -4.42660 -11.06233 1.75530
C -4.73668 -12.18716 2.52430
C -5.32581 -12.04031 3.78338
C -5.62099 -10.76277 4.27383
C -5.33126 -9.63361 3.50678
C -3.12241 -8.15556 1.36958
C -2.64725 -7.27860 2.35896
C -1.40686 -6.69112 2.23691
C -0.52753 -7.05514 1.17609
C 0.76920 -6.46995 1.10053
C 1.91048 -7.08033 0.51688
C 3.08632 -6.30482 0.28824
C 4.14206 -6.80538 -0.43549
C 4.15965 -8.15837 -0.82970
N 5.25107 -8.64029 -1.53621
C 5.60983 -10.02072 -1.50929
C 5.10632 -10.89884 -2.46909
C 5.40917 -12.26102 -2.37269
C 6.26608 -12.72263 -1.36747
C 6.85653 -11.81517 -0.48031
C 6.53748 -10.45993 -0.55071
C 5.86183 -7.82219 -2.53291
C 7.08589 -7.20134 -2.26604
C 7.67448 -6.41627 -3.25857
C 7.06909 -6.29493 -4.51290
C 5.86433 -6.95244 -4.77573
C 5.24619 -7.71099 -3.78245
C 3.08814 -8.99517 -0.47382
C 1.97194 -8.46823 0.16386
C -1.01909 -7.96990 0.19803
C -2.30277 -8.49807 0.29323
C -5.41882 -8.97805 -0.75519
C -6.30435 -8.55173 -1.75175
H -7.84833 -7.13701 -2.29920
H -7.84088 -6.00687 -0.06079
H -6.22564 -6.78030 1.70788
H -3.97764 -11.13703 0.76208
H -4.51735 -13.17391 2.12226
H -5.56511 -12.91959 4.38436
H -6.08387 -10.62567 5.24783
H -5.56353 -8.61551 3.82684
H -3.30443 -7.05112 3.19835
H -1.06251 -5.94378 2.95696
H 0.91971 -5.51709 1.60763
H 3.10882 -5.28573 0.69282
H 5.00477 -6.17892 -0.67798
H 4.47051 -10.49971 -3.26561
H 4.96316 -12.95104 -3.08628
H 6.48558 -13.78960 -1.28166
H 7.56405 -12.14884 0.27706
H 6.98349 -9.71231 0.11024
H 7.53780 -7.34921 -1.28099
H 8.61022 -5.91127 -3.03555
H 7.54343 -5.69399 -5.29141
H 5.39190 -6.89134 -5.75327
H 4.30409 -8.24222 -3.94757
H 3.13099 -10.04672 -0.75085
H 1.13930 -9.12798 0.39731
H -0.38889 -8.26087 -0.64216
H -2.66906 -9.20756 -0.44224
H -4.74192 -9.82521 -0.89414
H -6.30425 -9.06811 -2.70952

***

[3]
12
Properties=species:S:1:pos:R:3 method="wB97M-V/def2-TZVPD" total_charge=+1 total_energy_ev=-10065.20906 de_lowest_ev=0.2785 homo_lumo_gap_ev="6.35 / 7.28" multiplicity=2 e_lumo_ev="-3.634 / -3.637" s_squared=0.7537
O -0.01945 0.25615 1.42119
C 0.23473 1.02855 0.28704
C 0.96262 0.29572 -0.78695
O -1.34717 -1.35818 -2.87118
C -1.39788 -1.81429 -1.81023
O -1.22850 -2.17143 -0.71200
Cs 0.59896 1.55268 5.26402
Li -0.66216 -1.37775 1.07182
H 0.83665 1.93450 0.54454
H -0.70572 1.43978 -0.13760
H 1.58580 -0.56352 -0.51969
H 1.14212 0.77779 -1.75097

***

[4]
68
Properties=species:S:1:pos:R:3 method="wB97M-V/def2-TZVPD" total_charge=-2 total_energy_ev=-129839.02821 de_lowest_ev=0.8409 homo_lumo_gap_ev=6.06 e_lumo_ev=4.362
Zn -0.00149 2.58105 -0.06822
S 1.58407 2.27941 1.82205
P 1.39148 0.30900 1.38977
C 0.24584 -0.24422 0.25965
P 0.69583 0.04701 -1.34813
S 1.32742 1.82524 -2.06418
C 1.90111 -1.20809 -1.98101
C 3.15733 -0.88622 -2.47997
C 4.04596 -1.88858 -2.84882
C 3.68769 -3.22201 -2.72814
C 2.43354 -3.55262 -2.22902
C 1.55350 -2.55346 -1.84878
C -0.76594 -0.42962 -2.35118
C -1.94713 -0.79710 -1.71984
C -3.07772 -1.10148 -2.46597
C -3.02771 -1.05091 -3.85202
C -1.84926 -0.68523 -4.49009
C -0.72691 -0.36512 -3.74143
C 0.86531 -0.42524 2.98883
C 1.72371 -0.62201 4.06659
C 1.23214 -1.08407 5.27928
C -0.12400 -1.33506 5.43493
C -0.98836 -1.12639 4.36747
C -0.49469 -0.67597 3.15239
C 3.10577 -0.33016 1.24088
C 4.15541 0.51607 0.89763
C 5.43559 0.00972 0.72145
C 5.67636 -1.34724 0.87451
C 4.62604 -2.20107 1.18808
C 3.34726 -1.69809 1.36302
H 3.42195 0.15859 -2.58436
H 5.02586 -1.62146 -3.22916
H 4.38358 -4.00378 -3.01212
H 2.14460 -4.59356 -2.12950
H 0.57967 -2.79647 -1.43786
H -1.95657 -0.81345 -0.63691
H -4.00316 -1.36398 -1.96582
H -3.91257 -1.27749 -4.43718
H -1.81151 -0.63745 -5.57296
H 0.18782 -0.04172 -4.22587
H 2.78037 -0.40735 3.95303
H 1.90881 -1.24287 6.11225
H -0.50850 -1.67749 6.38943
H -2.05034 -1.31141 4.48324
H -1.14622 -0.50327 2.30243
H 3.95378 1.57494 0.78976
H 6.24835 0.67886 0.46118
H 6.67610 -1.74514 0.74105
H 4.80494 -3.26570 1.29129
H 2.51993 -2.35989 1.59387
N 1.39395 8.97070 -1.11571
C 0.79483 7.97689 -1.00180
N 0.03721 6.93598 -0.90341
C 0.16154 5.70258 -0.62278
N 0.18928 4.56458 -0.37125
C -1.94249 2.24777 0.15242
C -3.09705 1.87660 0.26294
C -4.44704 1.43897 0.39602
C -5.51719 2.29591 0.10312
C -6.82761 1.86456 0.22429
C -7.10841 0.56657 0.63307
C -6.05789 -0.29435 0.92421
C -4.74536 0.13474 0.81316
H -5.29583 3.30384 -0.22225
H -7.64207 2.54350 -0.00265
H -8.13447 0.23126 0.72895
H -6.26769 -1.31131 1.23657
H -3.92874 -0.53626 1.04957

***

[5]
12
Properties=species:S:1:pos:R:3 method="wB97M-V/def2-TZVPD" total_charge=0 total_energy_ev=-13740.38984 de_lowest_ev=2.1194 homo_lumo_gap_ev=10.20 smiles="C/C(F)=C(/F)C(=O)O" e_lumo_ev=0.219
C 0.45004 -1.60467 -0.87835
C -0.79482 -0.89332 -0.04760
F -1.97355 -1.54338 0.09794
C -0.67944 0.27154 0.59956
F -1.67052 0.35699 1.53764
C 0.36726 1.29823 0.51774
O 1.41432 1.21015 -0.12616
O 0.02440 2.59545 0.80088
H 0.97523 -0.94790 -1.73441
H 0.04739 -2.50268 -1.18305
H 1.21089 -1.65663 -0.02406
H 0.62879 3.41622 0.43988

***

[6]
15
Properties=species:S:1:pos:R:3 method="wB97M-V/def2-TZVPD" total_charge=0 total_energy_ev=-9405.79982 de_lowest_ev=4.0324 homo_lumo_gap_ev=9.60 e_lumo_ev=0.778
O -0.08233 0.28394 2.68334
C -0.70049 0.69718 1.60921
C 0.27664 1.02403 0.49395
C 0.07845 -0.02579 -0.59794
C -0.46175 0.31128 -1.91698
O 0.93331 0.09150 -1.72314
C -0.10966 -1.39271 0.01152
H 0.90159 0.27590 2.60340
H -0.92052 -1.30478 0.73896
H 1.34531 0.99272 0.80820
H 0.04642 2.02806 0.11864
H -0.97423 -0.45613 -2.50063
H -0.75265 1.33827 -2.14338
H 0.80557 -1.70919 0.52926
H -0.38566 -2.15427 -0.71440

***

[7]
21
Properties=species:S:1:pos:R:3 method="wB97M-V/def2-TZVPD" total_charge=0 total_energy_ev=-16182.98297 de_lowest_ev=4.0524 homo_lumo_gap_ev=8.89 e_lumo_ev=0.191
H -1.63523 -0.00455 1.96052
N -1.10667 -0.05214 1.13969
C -1.28951 -0.95296 0.26195
C -2.37132 -1.95005 -0.05729
O -0.45266 -0.99452 -0.82300
C 0.84522 -0.39904 -0.91763
C 0.95593 1.02940 -1.34493
C 1.89514 1.86862 -0.87439
C 2.69403 1.45291 0.25007
C 2.64288 0.24908 0.78862
C 1.77729 -0.79832 0.21301
N 2.08891 -1.97300 0.56224
F 1.51896 -2.98576 -0.05546
H -3.10183 -1.52470 -0.73410
H -1.82439 -2.78027 -0.52462
H -2.89673 -1.97286 0.89971
H 1.20911 -0.97590 -1.75032
H 0.29609 1.28392 -2.26490
H 2.10714 2.86917 -1.20678
H 3.41371 2.13700 0.61690
H 3.19963 -0.04383 1.67648

***

[8]
10
Properties=species:S:1:pos:R:3 method="wB97M-V/def2-TZVPD" total_charge=0 total_energy_ev=-9304.54876 de_lowest_ev=1.0448 homo_lumo_gap_ev="11.41 / 5.94" multiplicity=2 e_lumo_ev="0.360 / -5.065" s_squared=0.7590
O 2.42887 0.72277 0.91304
C 1.29923 1.25070 1.25951
O 0.50107 1.91159 0.51572
H 0.97618 1.02965 2.28095
H 2.60240 -0.87790 -0.84276
H 2.11161 -0.91044 0.44853
O 2.23490 -1.58037 -0.28912
H -4.49542 0.06626 -1.79352
H -3.81447 -0.98413 -0.77161
O -3.84436 -0.62813 -1.72073

***

[9]
19
Properties=species:S:1:pos:R:3 method="wB97M-V/def2-TZVPD" total_charge=+1 total_energy_ev=-12969.15237 de_lowest_ev=4.3492 homo_lumo_gap_ev=8.56 e_lumo_ev=-3.883
C 1.09523 -2.09128 1.51786
C 0.63524 -0.94487 1.00404
C -2.08423 -0.18860 -0.88390
C -1.35388 0.89792 -0.54803
C 1.99198 0.60886 -0.18357
N 1.14738 0.39562 1.01078
O 1.49909 -3.05140 2.00188
O -2.80244 -0.82609 0.09349
O -0.54927 1.59612 -1.41063
H -0.33873 -1.05843 0.52411
H -1.99069 -0.36934 -2.05392
H -1.23652 1.45917 0.34559
H 1.26074 0.36830 -1.05243
H 2.08731 1.68723 -0.39512
H 2.91180 -0.04988 -0.13263
H 0.28842 0.94946 0.93320
H 1.68085 0.48942 1.89198
H -3.52198 -1.36704 -0.27487
H -0.72029 1.49481 -2.38784

***

[10]
22
Properties=species:S:1:pos:R:3 method="wB97M-V/def2-TZVPD" total_charge=0 total_energy_ev=-230435.64579 homo_lumo_gap_ev="7.82 / 7.81" e_lumo_ev="-0.668 / -0.673"
C 2.92077 2.05303 -1.08640
C 2.79912 0.90123 -0.38751
C 4.11912 2.65215 -0.88652
C 3.76322 0.59569 0.50623
C -0.45139 0.26648 -0.73202
C 0.79436 -0.46129 -1.01054
C 0.04758 -0.86455 0.09625
C 0.51938 -0.42737 1.45240
C -0.43215 -2.29129 -0.06852
S 5.04107 1.76591 0.29344
Br 4.63180 4.10886 -1.85249
Br 4.08587 -1.04670 1.53871
Br 1.31653 -1.32036 -2.55456
H 2.18789 2.13646 -1.85272
H -0.67658 1.25706 -0.27620
H -1.30032 -0.01043 -1.46450
H 1.29298 0.24618 1.43963
H 0.86508 -1.41630 1.92092
H -0.22515 -0.13118 2.19201
H -1.12430 -2.41038 -0.95112
H -0.95313 -2.72559 0.85496
H 0.40666 -3.01429 -0.25946

***

[11]
79
Properties=species:S:1:pos:R:3 method="wB97M-V/def2-TZVPD" total_charge=0 total_energy_ev=-106303.93114 homo_lumo_gap_ev=7.27 e_lumo_ev=-0.363
Ti 0.23659 -0.11197 -0.18139
S 0.07927 0.24572 2.22660
P -0.08348 2.17191 1.51389
C 0.06889 2.17714 -0.16331
P 1.58389 2.30467 -0.87227
S 2.62632 0.55179 -0.53586
C 2.60487 3.74015 -0.43071
C 2.10475 5.00335 -0.75171
C 2.84048 6.13676 -0.46215
C 4.08232 6.01748 0.15415
C 4.58013 4.76733 0.47703
C 3.84197 3.62556 0.18129
C 1.40884 2.51027 -2.66347
C 0.15652 2.71261 -3.22432
C 0.02977 2.86900 -4.59953
C 1.15470 2.83471 -5.40940
C 2.41492 2.65160 -4.84553
C 2.53906 2.48965 -3.47671
C -1.70108 2.78462 2.02346
C -2.01381 2.86706 3.37959
C -3.26440 3.29846 3.77901
C -4.21644 3.64504 2.82212
C -3.90703 3.56108 1.47536
C -2.64760 3.13243 1.07338
C 1.10001 3.20131 2.42098
C 0.97942 4.58822 2.34460
C 1.91687 5.40630 2.94940
C 2.98232 4.84447 3.64387
C 3.10536 3.46698 3.72694
C 2.16837 2.64612 3.11337
H 1.13488 5.09621 -1.22740
H 2.44788 7.11254 -0.71550
H 4.65902 6.90424 0.38440
H 5.54207 4.67118 0.96235
H 4.22690 2.64720 0.44060
H -0.71079 2.72345 -2.57246
H -0.94836 3.02170 -5.03762
H 1.05587 2.95371 -6.48092
H 3.29537 2.63260 -5.47354
H 3.52093 2.33605 -3.04315
H -1.28022 2.59115 4.12882
H -3.50205 3.36337 4.83224
H -5.19796 3.97634 3.13350
H -4.64760 3.82210 0.73074
H -2.38984 3.04941 0.02346
H 0.15217 5.03296 1.80232
H 1.81947 6.48148 2.87905
H 3.71598 5.48444 4.11630
H 3.93339 3.02666 4.26669
H 2.26932 1.56865 3.16642
C 0.96702 -0.72238 -3.36077
N 0.00365 -0.49083 -2.25452
C -1.25219 -0.44534 -2.62206
C -2.25891 -0.28839 -1.66611
C -3.65408 -0.25944 -1.72789
C -4.08902 -0.15092 -0.40874
C -2.94096 -0.11843 0.39401
N -1.83530 -0.20125 -0.35496
C 0.71243 -2.04573 -4.03062
C 0.30966 -2.11326 -5.35625
C 0.02725 -3.33856 -5.95050
C 0.14584 -4.50678 -5.21802
C 0.55910 -4.44856 -3.89004
C 0.84268 -3.22818 -3.30466
H 1.96970 -0.66648 -2.93394
H 0.88960 0.09973 -4.07493
H -1.51415 -0.54125 -3.67588
H -4.25009 -0.32636 -2.62296
H -5.10610 -0.10847 -0.05674
H -2.86490 -0.03101 1.46774
H 0.21514 -1.19758 -5.92906
H -0.28881 -3.38097 -6.98460
H -0.08023 -5.46186 -5.67282
H 0.65765 -5.35921 -3.31422
H 1.15816 -3.19055 -2.26878
C 0.20202 -2.17968 0.23990
H 1.25813 -2.48710 0.28567
H -0.30839 -2.74481 -0.54136
H -0.24872 -2.39934 1.20897

***

[12]
23
Properties=species:S:1:pos:R:3 method="wB97M-V/def2-TZVPD" total_charge=+1 total_energy_ev=-10449.29425 de_lowest_ev=1.2666 homo_lumo_gap_ev=8.19 e_lumo_ev=-3.064
C -1.59111 0.53872 1.77864
C -1.23432 1.58121 0.70344
C -0.34605 1.06773 -0.39590
C 0.97725 0.83574 -0.27156
N 1.76364 0.20334 -1.17643
C 3.22386 0.25186 -1.10244
N -1.58166 -0.84872 1.17078
H -0.79225 0.48934 2.51589
H -2.56794 0.67371 2.21906
H -2.16357 1.93251 0.27458
H -0.75260 2.43277 1.17784
H -0.81181 0.72292 -1.31938
H 1.49690 1.15696 0.62008
H 1.35619 -0.17933 -2.01061
H 3.57645 0.21149 -0.08067
H 3.61039 -0.56398 -1.70326
H 3.54905 1.16997 -1.59084
H -0.66195 -1.01880 0.75712
H -2.29208 -1.00203 0.45933
H -1.70639 -1.49967 1.94649
H -0.45208 -3.17794 -1.01163
H -1.43805 -2.45837 -1.94017
O -1.16186 -2.51943 -1.02035